1.
Here is a single C4H7NO molecule from the Open Molecules 2025 dataset. Energies are from the ωB97M-V functional and the def2-TZVPD basis.

Results
* Kohn-Sham gap: 7.875 eV
* multiplicity: 1
* max |F|: 1.60 eV/Å
* ΔE to the lowest compared entry with this formula, charge and spin: 531.4 kJ/mol
* LUMO level: 0.8 eV

Positions of all 13 atoms, in Å:
C -1.21315 -0.70187 0.24372
O -0.05424 -1.52128 0.25211
C 1.08535 -0.85337 -0.20817
C 0.53205 1.04071 0.86044
N 0.56616 0.55855 -0.61573
C -0.70279 0.72278 0.12656
H -1.76514 -0.85524 1.17489
H -1.84904 -0.98828 -0.60989
H 1.82199 -0.86863 0.62478
H 1.51327 -1.31233 -1.09208
H 0.79430 2.08886 0.88232
H 0.68074 1.20556 -1.42190
H -1.40948 1.48455 -0.21703

=====

2.
Here is a molecular structure, C4H7NO from the Open Molecules 2025 dataset. Energies are from the ωB97M-V functional and the def2-TZVPD basis.

Results
* Kohn-Sham gap: 8.278 eV
* multiplicity: 1
* max |F|: 0.28 eV/Å
* ΔE to the lowest compared entry with this formula, charge and spin: 476.1 kJ/mol
* LUMO level: 0.1 eV

Positions of all 13 atoms, in Å:
C 2.12077 -0.16321 0.17026
C 0.66708 -0.02978 -0.10269
N 0.10705 0.97208 -0.70796
C -1.24875 0.66720 -0.85389
C -1.40828 -0.70658 -0.25593
O -0.10721 -1.03944 0.29031
H 2.28811 -0.30592 1.24126
H 2.63594 0.73263 -0.17493
H 2.51533 -1.04152 -0.34934
H -1.90136 1.67068 0.59611
H -2.02142 1.61278 -0.24456
H -1.59560 -1.40891 -1.07499
H -2.16837 -0.83408 0.51426

=====

3.
Here is 2 unconnected molecules or ions with the total composition C4H7NO from the Open Molecules 2025 dataset. Energies are from the ωB97M-V functional and the def2-TZVPD basis.

Results
* Kohn-Sham gap: 10.777 eV
* multiplicity: 1
* SMILES: CC(C)=O.C#N
* max |F|: 3.62 eV/Å
* ΔE to the lowest compared entry with this formula, charge and spin: 191.3 kJ/mol
* LUMO level: 0.9 eV

Positions of all 13 atoms, in Å:
C -3.14546 -0.36571 -0.06124
C 0.44366 0.26402 0.28555
C 0.39305 -0.87565 -0.70042
C 1.79282 0.93980 0.62614
N -3.37269 -0.95391 -1.02002
O -0.56578 0.78274 0.80028
H -2.98063 0.44595 0.60115
H 1.07984 -0.88320 -1.54065
H -0.66177 -1.09517 -0.93228
H 0.70721 -1.56058 -0.00241
H 2.62640 0.30940 0.15055
H 1.96631 1.10142 1.64993
H 1.71704 1.89087 0.14341

=====

4.
Here is 2 unconnected molecules or ions with the total composition C4H7NO from the Open Molecules 2025 dataset. Energies are from the ωB97M-V functional and the def2-TZVPD basis.

Results
* Kohn-Sham gap: 9.409 eV
* multiplicity: 1
* max |F|: 0.60 eV/Å
* ΔE to the lowest compared entry with this formula, charge and spin: 365.9 kJ/mol
* LUMO level: 1.0 eV

Positions of all 13 atoms, in Å:
C 1.60516 1.22320 -0.11305
C 0.89648 0.23822 -0.99542
C -1.28041 -1.78583 0.20643
N -1.47438 -0.65356 0.75093
C -1.48447 0.47822 1.22511
O -0.03080 0.50315 -1.72460
H 2.63118 1.36362 -0.47612
H 1.07417 2.17649 -0.10844
H 1.66296 0.82516 0.90562
H 1.27614 -0.80556 -0.93493
H -1.13498 -1.82833 -0.86868
H -1.28016 -2.68212 0.81732
H -2.47351 0.93952 1.32244

=====

5.
Here is a single C4H7NO molecule from the Open Molecules 2025 dataset. Energies are from the ωB97M-V functional and the def2-TZVPD basis.

Results
* Kohn-Sham gap: 10.648 eV
* multiplicity: 1
* SMILES: C[C@H]1CNC1=O
* max |F|: 4.40 eV/Å
* ΔE to the lowest compared entry with this formula, charge and spin: 131.7 kJ/mol
* LUMO level: 1.0 eV

Positions of all 13 atoms, in Å:
C 1.43382 0.13319 0.51348
C 0.38363 -0.07777 -0.55388
C -0.80711 -0.93903 -0.07113
N -1.54973 0.30065 0.04208
C -0.54785 1.11526 -0.50870
O -0.51438 2.28762 -0.76254
H 2.40897 0.55342 0.25597
H 1.23881 0.61780 1.48620
H 1.63296 -0.99980 0.82063
H 0.79650 -0.34726 -1.53323
H -0.72655 -1.46360 0.88824
H -1.22013 -1.63474 -0.80709
H -2.52893 0.45427 0.22994

=====

6.
Here is a single C4H7NO molecule from the Open Molecules 2025 dataset. Energies are from the ωB97M-V functional and the def2-TZVPD basis.

Results
* Kohn-Sham gap: 9.370 eV
* multiplicity: 1
* SMILES: CC/N=C\C=O
* max |F|: 0.50 eV/Å
* ΔE to the lowest compared entry with this formula, charge and spin: 177.9 kJ/mol
* LUMO level: -0.2 eV

Positions of all 13 atoms, in Å:
C 1.60972 1.13475 0.11839
N 0.34541 -0.82988 -0.52672
C 0.36230 0.62229 -0.59597
C -0.62664 -1.48188 -0.03880
C -1.92894 -0.98370 0.52141
O -2.72523 -1.76372 0.99128
H 1.71427 2.21590 -0.01660
H 2.50033 0.64090 -0.28050
H 1.55552 0.92506 1.19167
H -0.53178 1.11414 -0.19049
H 0.42277 0.87984 -1.66006
H -0.54947 -2.57259 -0.00280
H -2.14826 0.09889 0.48918